[1]
This record from the Open Molecules 2025 dataset describes a 3-piece molecular cluster, C32H50BrF13N3O10P3S2 overall. The level of theory is the ωB97M-V functional and the def2-TZVPD basis.

Element x y z (Å)
C: 0.24 -1.20 3.95
C: 0.34 -0.84 2.67
C: 0.71 -0.60 1.09
O: 1.47 0.61 0.92
O: 1.33 -1.81 0.59
C: 2.79 -1.79 0.70
C: 3.22 -3.35 1.00
C: 2.38 -4.33 -0.02
C: 2.83 -4.68 -1.37
C: 3.42 -1.43 -0.75
S: 4.20 0.25 -0.88
C: 3.23 1.06 -2.29
C: 3.14 2.67 -2.16
C: -0.77 -0.54 0.33
C: -1.17 1.01 0.44
C: -2.70 1.41 0.16
C: -2.72 3.04 -0.02
F: -2.08 3.59 1.18
F: -1.95 3.49 -1.16
C: -4.20 3.67 -0.06
F: -4.14 4.93 0.67
F: -5.18 2.87 0.69
C: -4.83 3.85 -1.54
F: -4.42 2.80 -2.47
F: -6.27 3.65 -1.39
C: -4.66 5.33 -2.17
F: -5.58 6.22 -1.47
F: -3.35 5.91 -1.95
C: -4.95 5.44 -3.75
F: -4.87 6.87 -4.07
F: -3.98 4.77 -4.58
C: -6.41 4.96 -4.23
F: -6.54 5.39 -5.62
F: -6.58 3.53 -4.27
F: -7.50 5.58 -3.53
O: -1.52 -1.51 1.06
C: -2.81 -1.89 0.68
N: -3.35 -1.58 -0.66
C: -2.84 -3.55 0.78
C: -4.32 -4.17 0.62
S: -4.13 -6.05 0.39
C: -3.02 -6.29 -1.09
N: -3.22 -5.98 -2.50
N: -2.12 -6.29 -3.26
C: -1.11 -6.85 -2.34
O: -1.69 -6.84 -1.02
P: -4.00 -1.35 2.12
P: -5.98 -0.85 1.38
O: -6.91 -2.10 1.31
O: -6.70 0.18 2.58
O: -5.98 0.09 -0.07
P: -0.24 -1.07 -1.47
O: -0.43 -2.80 -1.62
Br: -1.56 0.02 -3.02
H: 0.17 -1.38 5.08
H: 1.64 0.93 1.85
H: 3.21 -1.18 1.58
H: 2.83 -3.61 2.07
H: 4.36 -3.50 0.91
H: 1.35 -4.70 0.38
H: 2.65 -3.88 -2.20
H: 3.40 -5.64 -1.66
H: 4.27 -2.20 -0.94
H: 2.61 -1.63 -1.54
H: 3.57 0.70 -3.33
H: 2.14 0.66 -2.16
H: 3.74 3.13 -1.29
H: 3.43 3.11 -3.20
H: 2.01 2.96 -2.02
H: -0.53 1.58 -0.36
H: -0.92 1.36 1.53
H: -3.16 1.00 -0.80
H: -3.33 1.22 1.11
H: -2.89 -2.12 -1.43
H: -4.36 -1.78 -0.78
H: -2.12 -3.94 -0.03
H: -2.48 -3.83 1.85
H: -4.90 -3.82 -0.31
H: -5.02 -3.97 1.53
H: -0.05 -7.19 -2.61
H: -4.11 -2.48 3.02
H: -7.48 -0.29 2.97
H: -6.75 0.72 -0.07
H: -0.28 -3.07 -2.56
C: 0.79 -4.55 8.45
C: 1.42 -4.29 7.09
O: 1.99 -2.99 6.97
C: 3.05 -2.69 7.87
C: 4.26 -3.59 7.71
H: 0.07 -3.77 8.70
H: 0.27 -5.52 8.45
H: 1.54 -4.58 9.24
H: 0.64 -4.36 6.32
H: 2.16 -5.06 6.84
H: 2.69 -2.69 8.90
H: 3.35 -1.66 7.64
H: 4.02 -4.62 8.00
H: 5.08 -3.25 8.34
H: 4.59 -3.62 6.67
C: 8.36 5.81 -4.23
C: 7.29 4.75 -4.44
O: 6.02 5.11 -3.92
C: 5.42 6.27 -4.48
C: 5.14 6.16 -5.97
H: 8.41 6.09 -3.17
H: 9.34 5.44 -4.55
H: 8.14 6.71 -4.80
H: 7.59 3.84 -3.92
H: 7.21 4.48 -5.50
H: 6.02 7.16 -4.26
H: 4.46 6.40 -3.96
H: 6.07 6.10 -6.54
H: 4.58 7.02 -6.32
H: 4.57 5.25 -6.19

Summary:
Highest occupied orbital energy (eV): -7.4
SMILES string: C#C[C@@](O)(O[C@@H](CC=C)CSCC)[C@](CCC(F)(F)C(F)(F)C(F)(F)C(F)(F)C(F)(F)C(F)(F)F)(O[C@@](N)(CCSc1nnco1)PP(=O)(O)O)P(O)Br.CCOCC.CCOCC
Largest force on an atom (eV Å⁻¹): 7.2
Total energy (eV): -213829.090

---

[2]
This record from the Open Molecules 2025 dataset describes C32H50N9O7P2S2Ti as an isolated structure. The level of theory is the ωB97M-V functional and the def2-TZVPD basis.

Element x y z (Å)
Ti: 0.08 -0.09 -0.44
C: -0.89 5.06 -0.76
C: -1.09 3.54 -0.75
O: -2.46 3.17 -0.91
P: -0.68 2.85 0.90
O: 0.62 3.52 1.47
O: -1.82 3.32 1.87
O: -0.49 1.36 0.90
P: -0.10 2.77 -2.12
O: -1.18 2.36 -3.22
O: 0.99 3.64 -2.54
O: 0.28 1.35 -1.56
H: -1.44 5.53 0.06
H: -1.27 5.47 -1.70
H: 0.16 5.32 -0.70
H: -3.01 3.96 -0.92
H: 0.53 4.41 1.84
H: -2.70 2.95 1.68
H: -1.37 3.05 -3.88
C: 4.59 0.80 2.65
N: 3.17 0.60 2.31
C: 2.37 0.04 3.38
C: 2.71 0.76 1.07
N: 1.76 -0.11 0.55
C: 1.84 -1.49 0.89
C: 3.07 -2.15 0.94
C: 3.15 -3.47 1.35
C: 1.97 -4.15 1.67
C: 0.75 -3.54 1.52
C: 0.65 -2.20 1.12
N: -0.60 -1.57 0.80
C: -1.70 -2.04 1.51
N: -2.84 -2.39 0.92
C: -4.11 -2.40 1.64
C: -2.97 -2.84 -0.46
N: -1.64 -2.13 2.85
C: -2.22 -3.25 3.59
C: -0.79 -1.26 3.64
N: 3.16 1.77 0.34
C: 3.31 1.70 -1.11
C: 3.69 2.99 0.94
H: 4.94 -0.09 3.17
H: 4.73 1.67 3.29
H: 5.18 0.92 1.74
H: 2.59 -1.02 3.54
H: 1.32 0.17 3.15
H: 2.59 0.58 4.30
H: 3.98 -1.61 0.68
H: 4.10 -3.96 1.42
H: 2.02 -5.18 2.00
H: -0.15 -4.11 1.71
H: -4.04 -1.83 2.56
H: -4.44 -3.42 1.87
H: -4.86 -1.93 1.00
H: -3.23 -3.90 -0.48
H: -2.05 -2.69 -1.00
H: -3.79 -2.29 -0.93
H: -2.59 -4.01 2.91
H: -3.03 -2.92 4.25
H: -1.43 -3.69 4.20
H: -0.59 -0.35 3.07
H: 0.15 -1.75 3.90
H: -1.32 -1.00 4.55
H: 3.01 0.72 -1.47
H: 4.36 1.86 -1.34
H: 2.72 2.48 -1.60
H: 3.32 3.10 1.96
H: 3.33 3.83 0.34
H: 4.78 3.00 0.94
C: 5.13 0.47 -4.05
C: 3.65 0.61 -4.16
N: 2.80 -0.17 -3.54
C: 1.50 0.18 -3.86
C: 1.37 1.23 -4.71
S: 2.91 1.83 -5.13
C: 0.47 -0.82 -3.53
C: -0.20 -1.44 -4.52
S: -0.79 -2.95 -4.00
C: -0.16 -2.68 -2.45
N: 0.38 -1.47 -2.27
C: -0.07 -3.86 -1.54
H: 5.36 -0.39 -3.44
H: 5.58 1.36 -3.61
H: 5.58 0.34 -5.03
H: 0.47 1.65 -5.13
H: -0.22 -1.15 -5.56
H: -0.30 -3.63 -0.52
H: -0.72 -4.65 -1.89
H: 0.96 -4.23 -1.58
N: -2.16 0.12 -1.12
C: -3.39 0.46 -0.38
C: -4.55 0.65 -1.11
C: -5.72 1.03 -0.47
C: -5.73 1.22 0.91
C: -4.57 1.01 1.64
C: -3.40 0.62 1.00
H: -2.09 0.81 -1.87
H: -2.33 -0.75 -1.62
H: -4.54 0.53 -2.19
H: -6.63 1.18 -1.04
H: -6.64 1.52 1.41
H: -4.58 1.13 2.71
H: -2.50 0.44 1.57

Summary:
Highest occupied orbital energy (eV): -15.4
Energy relative to the best compared isomer or geometry (same formula, charge and spin) (kJ/mol): 20.1
Total charge: +3
Largest force on an atom (eV Å⁻¹): 0.4
Total energy (eV): -125088.874

---

[3]
This record from the Open Molecules 2025 dataset describes C32H50P2Tc as an isolated structure. The level of theory is the ωB97M-V functional and the def2-TZVPD basis.

Element x y z (Å)
Tc: -0.70 -0.32 -3.04
C: 0.99 -1.86 -0.62
C: -0.04 -2.17 0.26
C: -0.99 -2.03 -1.83
C: 0.45 -1.77 -1.97
C: -1.28 -2.16 -0.42
C: 2.43 -1.90 -0.26
H: 2.58 -1.53 0.76
H: 3.00 -1.26 -0.96
H: 2.86 -2.91 -0.30
C: 1.20 -2.09 -3.23
H: 2.27 -2.17 -3.00
H: 1.09 -1.27 -4.00
H: 0.86 -3.04 -3.67
C: -1.78 -2.41 -3.02
H: -1.37 -3.30 -3.51
H: -1.74 -1.54 -3.81
H: -2.84 -2.59 -2.79
C: -2.62 -2.38 0.15
H: -2.54 -2.42 1.25
H: -3.05 -3.32 -0.22
H: -3.34 -1.58 -0.10
C: 0.21 -2.71 1.66
H: 0.81 -3.75 1.84
H: -0.73 -3.28 1.86
H: 1.31 -3.16 1.44
C: 1.22 2.52 0.13
C: 1.75 1.58 0.89
C: 1.39 1.29 2.32
C: -0.10 1.47 2.74
C: -1.13 0.86 1.89
C: -1.77 1.51 0.90
C: -1.41 2.84 0.32
C: 0.05 3.42 0.40
H: 2.05 1.92 2.95
H: -0.24 2.56 2.81
H: 1.65 0.24 2.48
H: 0.12 3.95 1.36
H: 1.54 2.56 -0.94
H: 2.58 0.98 0.48
H: 0.10 4.18 -0.42
H: -1.68 2.82 -0.75
H: -2.52 0.94 0.36
H: -2.12 3.53 0.78
H: -0.22 0.97 3.71
H: -1.36 -0.18 2.15
P: 2.41 0.88 -2.82
C: 3.74 0.09 -3.91
H: 4.46 0.85 -4.27
H: 3.28 -0.42 -4.77
H: 4.30 -0.66 -3.33
C: 2.08 2.32 -3.92
H: 3.00 2.79 -4.27
H: 1.47 3.04 -3.35
H: 1.48 1.95 -4.76
C: 3.81 1.75 -1.89
H: 4.47 2.27 -2.59
H: 4.43 1.02 -1.35
H: 3.45 2.47 -1.15
P: -2.67 0.64 -2.70
C: -4.23 -0.18 -2.05
H: -5.11 0.28 -2.53
H: -4.30 -0.03 -0.96
H: -4.26 -1.25 -2.24
C: -3.43 2.29 -2.26
H: -4.39 2.40 -2.78
H: -2.80 3.12 -2.57
H: -3.63 2.37 -1.18
C: -3.09 0.81 -4.51
H: -4.07 1.29 -4.60
H: -3.08 -0.18 -4.98
H: -2.30 1.43 -4.97
C: 0.39 -1.73 2.78
C: 0.51 -1.46 3.96
C: 0.58 -1.13 5.37
C: -0.59 -0.90 6.12
C: -0.54 -0.66 7.50
C: 0.69 -0.64 8.17
C: 1.87 -0.84 7.43
C: 1.81 -1.08 6.06
H: -1.53 -0.93 5.58
H: -1.48 -0.50 8.04
H: 0.74 -0.46 9.26
H: 2.84 -0.81 7.93
H: 2.71 -1.25 5.47

Summary:
Highest occupied orbital energy (spin up / spin down) (eV): -12.7 / -13.6
Multiplicity: 4
Energy relative to the best compared isomer or geometry (same formula, charge and spin) (kJ/mol): 298.3
Total charge: +2
Largest force on an atom (eV Å⁻¹): 4.7
Total energy (eV): -54745.703

---

[4]
This record from the Open Molecules 2025 dataset describes C32H51As2AuO8P as an isolated structure. The level of theory is the ωB97M-V functional and the def2-TZVPD basis.

Element x y z (Å)
Au: 0.21 0.04 -0.83
C: -3.06 5.39 0.02
O: -2.41 5.32 -1.26
C: -1.16 4.91 -1.45
O: -0.73 4.82 -2.57
C: -0.36 4.38 -0.29
C: 0.04 5.05 0.79
As: 0.83 4.49 2.58
C: 2.68 4.90 2.09
C: 0.47 2.66 1.87
C: 1.19 2.22 0.83
As: 0.32 2.59 -0.90
C: 1.87 3.31 -1.85
C: 2.65 1.92 0.97
O: 3.29 2.07 1.97
O: 3.11 1.32 -0.13
C: 4.47 0.85 -0.06
C: -1.01 2.46 1.92
O: -1.78 3.22 2.47
O: -1.38 1.30 1.36
C: -2.79 1.00 1.31
C: -0.12 6.54 0.90
O: 0.15 7.12 1.92
O: -0.49 7.13 -0.23
C: -0.59 8.57 -0.18
H: -3.00 6.42 0.39
H: -2.63 4.71 0.75
H: -4.10 5.14 -0.16
H: 2.74 5.98 2.22
H: 2.94 4.65 1.06
H: 3.35 4.41 2.78
H: 2.57 3.75 -1.15
H: 1.47 4.07 -2.51
H: 2.34 2.51 -2.42
H: 4.73 0.52 -1.06
H: 4.54 0.03 0.65
H: 5.13 1.66 0.27
H: -3.03 0.77 0.27
H: -3.37 1.84 1.66
H: -2.97 0.13 1.94
H: -0.80 8.88 -1.19
H: 0.34 8.99 0.18
H: -1.40 8.86 0.49
C: 2.63 -4.92 -2.48
C: 3.29 -3.90 -1.55
C: 2.31 -2.77 -1.17
C: 0.87 -3.30 -1.19
C: 0.48 -3.60 -2.65
C: 1.65 -4.24 -3.42
P: -0.28 -2.14 -0.38
C: -0.22 -2.35 1.44
C: -0.33 -3.82 1.93
C: 0.87 -4.23 2.77
C: 1.04 -3.31 3.98
C: 0.92 -1.82 3.61
C: 0.97 -1.62 2.10
C: -2.03 -2.46 -0.83
C: -2.45 -2.00 -2.22
C: -3.98 -1.90 -2.30
C: -4.66 -3.00 -1.46
C: -3.77 -4.23 -1.38
C: -2.50 -3.91 -0.57
H: 2.10 -5.68 -1.89
H: 3.39 -5.46 -3.04
H: 4.16 -3.46 -2.04
H: 3.66 -4.39 -0.65
H: 2.36 -1.95 -1.90
H: 2.58 -2.34 -0.21
H: 0.84 -4.23 -0.60
H: 0.19 -2.67 -3.14
H: -0.40 -4.25 -2.67
H: 2.18 -3.46 -3.98
H: 1.26 -4.93 -4.16
H: -1.11 -1.79 1.76
H: -0.45 -4.51 1.10
H: -1.24 -3.92 2.54
H: 1.78 -4.21 2.15
H: 0.75 -5.26 3.10
H: 2.01 -3.51 4.46
H: 0.29 -3.57 4.73
H: 1.71 -1.24 4.08
H: -0.03 -1.42 3.98
H: 1.92 -1.99 1.71
H: 0.92 -0.56 1.85
H: -2.54 -1.80 -0.11
H: -2.08 -2.70 -2.97
H: -2.00 -1.03 -2.47
H: -4.28 -1.98 -3.34
H: -4.30 -0.91 -1.96
H: -5.64 -3.24 -1.88
H: -4.86 -2.63 -0.45
H: -3.50 -4.55 -2.39
H: -4.29 -5.07 -0.92
H: -1.72 -4.63 -0.82
H: -2.71 -4.04 0.49

Summary:
Highest occupied orbital energy (eV): -11.0
Energy relative to the best compared isomer or geometry (same formula, charge and spin) (kJ/mol): 1.3
Total charge: +1
Largest force on an atom (eV Å⁻¹): 0.8
Total energy (eV): -185042.671